Record 1
71
Properties=species:S:1:pos:R:3:mulliken_charge:R:1 method="wB97M-V/def2-TZVPD" gap_ev=5.581 charge=-1
O 2.963 1.366 -2.842 -0.6450
C 3.625 1.092 -1.850 -0.4903
C 4.172 -0.311 -1.615 0.7169
C 3.447 -1.456 -1.229 0.0906
H 2.448 -1.323 -0.861 1.1271
C 4.071 -2.711 -1.295 -0.7090
H 3.551 -3.616 -0.930 0.2645
C 5.362 -2.842 -1.873 -0.6787
H 5.771 -3.836 -2.033 0.3869
C 6.082 -1.711 -2.229 -0.5397
H 7.109 -1.804 -2.641 0.2918
C 5.496 -0.454 -2.115 -0.6524
H 6.016 0.451 -2.376 0.4595
H 3.890 1.844 -0.912 0.2506
C 2.028 2.864 0.013 -1.3262
C 2.047 1.338 0.313 -0.4476
H 3.012 3.370 0.168 0.4458
H 1.310 3.340 0.711 0.5957
H 1.686 3.056 -1.017 0.1525
C 2.909 0.701 1.147 0.3981
C 3.144 1.186 2.615 -1.4254
H 3.399 -0.322 0.960 0.0023
H 4.234 1.357 2.763 0.4366
H 2.755 0.406 3.308 0.2551
H 2.537 2.120 2.715 0.2595
Pb 0.033 0.806 1.173 1.6493
Cl -0.166 1.844 3.458 -0.5977
C -2.243 -0.998 2.875 -0.1352
O -2.135 -0.231 1.894 -0.7580
N -3.351 -1.684 3.183 0.2869
C -4.602 -1.429 2.505 -0.9444
C -3.421 -2.599 4.313 -0.8755
H -1.405 -1.153 3.580 0.5229
H -4.416 -1.350 1.444 0.2622
H -5.025 -0.475 2.823 0.3089
H -5.281 -2.257 2.721 0.3422
H -2.555 -3.263 4.312 0.2993
H -4.336 -3.196 4.243 0.2766
H -3.383 -2.060 5.268 0.3322
H 1.263 -2.459 -4.688 0.3529
H -0.938 -2.796 -3.700 0.3552
C 1.675 -2.137 -3.716 -1.0411
C -0.531 -2.552 -2.714 -1.0634
N 0.583 -1.629 -2.885 0.5372
H 2.437 -1.362 -3.853 0.2815
C 0.407 -0.316 -2.611 0.1045
O -0.516 0.125 -1.883 -0.6697
H -1.295 -2.068 -2.090 0.1839
H 1.121 0.373 -3.117 0.4544
H 2.113 -3.019 -3.222 0.3049
H -0.172 -3.468 -2.247 0.2776
H -3.805 4.657 -1.559 0.3205
H -2.786 3.889 -3.710 0.3171
C -2.807 4.705 -1.112 -0.9536
C -1.797 3.868 -3.230 -0.8857
N -1.951 3.755 -1.789 0.2178
H -2.849 4.461 -0.058 0.2623
C -1.196 2.872 -1.102 0.9262
O -1.245 2.745 0.146 -0.9178
H -1.229 3.012 -3.589 0.2221
H -0.547 2.256 -1.729 -0.2973
H -2.417 5.720 -1.250 0.2990
H -1.262 4.792 -3.501 0.3188
F 1.487 -4.680 2.478 -0.2383
C 1.597 -3.891 1.374 0.4343
F 2.810 -3.268 1.396 -0.2211
F 1.522 -4.672 0.262 -0.2439
S 0.281 -2.578 1.349 1.3763
O -0.996 -3.315 1.427 -0.7434
O 0.581 -1.723 2.488 -0.7446
O 0.506 -1.905 0.073 -0.7156

Record 2
66
Properties=species:S:1:pos:R:3:mulliken_charge:R:1 method="wB97M-V/def2-TZVPD" gap_ev=5.447 charge=+2
Mo 0.044 0.206 0.157 -1.5498
C -0.427 1.448 -4.410 -1.2001
Si 0.391 1.213 -2.770 0.9903
C 1.112 2.820 -2.182 -1.0966
C 1.723 -0.076 -2.905 -1.2006
C -1.045 0.617 -1.381 2.1688
Si -2.162 -0.815 -2.229 0.0677
C -1.013 -2.030 -3.019 -0.9974
C -3.360 0.018 -3.365 -0.8692
C -3.087 -1.698 -0.884 -1.1261
Si -2.125 2.164 -0.866 -0.9438
C -2.429 3.390 -2.209 -1.0338
C -3.736 1.760 -0.052 -0.9568
C -1.051 2.911 0.514 0.3562
C -1.157 4.193 1.012 -0.6065
C -0.370 4.594 2.087 -0.5831
C 0.515 3.693 2.662 -1.0677
C 0.602 2.425 2.144 -0.5177
N -0.158 2.047 1.090 1.4454
H 0.379 1.762 -5.083 0.4376
H -1.184 2.231 -4.412 0.3478
H -0.856 0.535 -4.820 0.3478
H 1.853 3.113 -2.934 0.5326
H 1.644 2.740 -1.235 0.2140
H 0.395 3.635 -2.111 0.2468
H 2.666 0.322 -2.525 0.3990
H 1.869 -0.290 -3.968 0.5009
H 1.533 -1.031 -2.422 0.3081
H -0.435 -1.643 -3.858 0.3022
H -1.612 -2.866 -3.393 0.4771
H -0.322 -2.435 -2.277 0.2918
H -2.905 0.678 -4.100 0.3432
H -4.118 0.577 -2.813 0.2566
H -3.882 -0.774 -3.910 0.4708
H -2.431 -2.348 -0.300 0.3013
H -3.819 -2.349 -1.374 0.5216
H -3.644 -1.050 -0.205 0.3265
H -3.036 2.946 -3.001 0.4380
H -1.539 3.817 -2.659 0.3600
H -3.018 4.202 -1.772 0.5018
H -4.455 1.325 -0.748 0.3732
H -4.155 2.710 0.293 0.4709
H -3.661 1.102 0.811 0.2731
H -1.857 4.882 0.555 0.5298
H -0.452 5.601 2.477 0.4923
H 1.139 3.967 3.501 0.5634
H 1.279 1.690 2.558 0.5460
F 0.071 0.910 6.896 -0.2987
C -0.253 0.567 5.654 0.3222
C 0.402 -0.495 5.057 -0.8432
C 0.058 -0.839 3.761 -0.0693
C -0.923 -0.124 3.070 0.1437
C -1.288 -0.461 1.671 -0.8608
C -1.574 0.937 3.713 -0.0642
C -1.247 1.288 5.006 -0.8493
H 1.158 -1.038 5.608 0.4923
H 0.550 -1.682 3.293 0.4781
H -2.295 -0.133 1.429 0.0890
H -1.200 -1.538 1.473 1.0069
H -2.364 1.477 3.200 0.3896
H -1.753 2.089 5.528 0.5185
O 2.681 -0.819 2.164 -0.4599
Se 2.672 -0.617 0.589 1.2482
O 1.974 0.899 0.215 -0.5648
O 1.012 -1.295 0.065 -0.6135
O 3.794 -1.117 -0.402 -0.5184

Record 3
64
Properties=species:S:1:pos:R:3:nbo_charge:R:1 method="wB97M-V/def2-TZVPD" gap_ev=8.055 charge=0 smiles=C#CCCCP(I)CCOCC.CC#N.CC#N.CC#N.CC#N.CC#N.CC#N
C -1.866 0.824 3.477 -0.2965
C -1.251 1.718 2.711 -0.0387
C -0.806 2.679 1.467 -0.4421
C -0.717 1.875 0.053 -0.4120
C -1.457 0.443 0.053 -0.7609
P -1.387 -0.481 -1.613 0.6534
I -1.654 -2.873 -0.955 -0.1610
C 0.283 -0.262 -2.488 -0.7643
C 1.565 -0.848 -1.697 -0.0810
O 1.477 -0.775 -0.250 -0.5797
C 2.080 -1.932 0.394 -0.0693
C 2.741 -1.447 1.813 -0.6433
H -2.661 0.221 4.069 0.2758
H -1.639 3.462 1.348 0.2415
H 0.165 3.220 1.755 0.2299
H -1.100 2.570 -0.799 0.2115
H 0.424 1.744 -0.159 0.2206
H -2.544 0.478 0.474 0.2839
H -0.874 -0.229 0.811 0.2554
H 0.391 0.853 -2.803 0.2553
H 0.207 -0.854 -3.492 0.2501
H 1.807 -1.902 -2.110 0.1872
H 2.475 -0.181 -2.005 0.1792
H 1.244 -2.690 0.693 0.1790
H 2.830 -2.486 -0.278 0.1808
H 3.697 -0.833 1.608 0.2067
H 1.984 -0.833 2.442 0.2304
H 2.968 -2.396 2.455 0.2167
C -5.325 1.497 -2.680 -0.7248
C -4.861 0.621 -1.599 0.3150
N -4.496 -0.068 -0.749 -0.3527
H -4.539 1.675 -3.418 0.2595
H -6.177 1.064 -3.211 0.2583
H -5.642 2.472 -2.300 0.2521
C 1.222 -5.822 1.348 -0.7368
C 2.642 -5.790 1.716 0.3035
N 3.758 -5.765 2.006 -0.3555
H 0.606 -5.284 2.074 0.2751
H 1.048 -5.363 0.371 0.2587
H 0.842 -6.846 1.297 0.2532
C 2.671 5.852 2.176 -0.7268
C 1.467 6.256 1.443 0.3059
N 0.519 6.576 0.866 -0.3533
H 2.857 6.502 3.035 0.2589
H 2.588 4.830 2.554 0.2590
H 3.561 5.891 1.541 0.2582
C 0.015 7.496 -2.749 -0.7328
C 0.212 6.429 -3.737 0.2927
N 0.367 5.590 -4.513 -0.3419
H 0.821 8.234 -2.786 0.2518
H -0.923 8.032 -2.916 0.2526
H -0.015 7.100 -1.729 0.2763
C 3.026 -4.172 5.604 -0.7281
C 1.821 -3.759 4.876 0.3020
N 0.873 -3.433 4.303 -0.3493
H 3.209 -3.536 6.474 0.2536
H 2.944 -5.201 5.966 0.2570
H 3.916 -4.121 4.971 0.2661
C -2.504 -4.469 -4.294 -0.7370
C -3.708 -4.065 -5.029 0.2933
N -4.654 -3.747 -5.607 -0.3410
H -2.322 -3.821 -3.432 0.2697
H -2.586 -5.493 -3.919 0.2500
H -1.613 -4.426 -4.926 0.2485